No. 1
Computed, not measured: a structure of composition C57H48AsFeN5O7S6, with ωB97M-V with the def2-TZVPD basis set.

Summary:
Total charge   -2
Lowest unoccupied orbital energy   3.0 eV
Multiplicity   1
Orbital gap   4.99 eV
HOMO   -2.0 eV

Geometry as XYZ:
```
125
C57H48AsFeN5O7S6 ωB97M-V with the def2-TZVPD basis set
Fe -0.060 -0.030 0.004
C 3.112 -2.687 1.432
C 2.308 -1.556 1.234
N 1.381 -1.476 0.304
C 1.228 -2.540 -0.515
C 1.978 -3.711 -0.405
C 2.940 -3.773 0.616
C 1.741 -4.782 -1.335
C 0.839 -4.653 -2.331
C 0.087 -3.439 -2.491
C -0.829 -3.223 -3.531
C -1.480 -2.018 -3.605
C -1.236 -1.042 -2.628
N -0.399 -1.233 -1.628
C 0.267 -2.404 -1.572
H 3.854 -2.669 2.218
H 2.451 -0.676 1.838
H 3.540 -4.668 0.737
H 2.310 -5.697 -1.221
H 0.670 -5.462 -3.032
H -1.009 -4.003 -4.261
H -2.184 -1.804 -4.397
H -1.738 -0.083 -2.638
C -5.233 9.242 -3.173
C -4.636 7.946 -2.664
O -4.021 7.878 -1.636
S -4.947 6.578 -3.760
C -4.161 5.225 -2.942
C -2.796 4.996 -3.112
C -2.195 3.914 -2.503
C -2.940 3.023 -1.709
C -4.310 3.269 -1.549
C -4.911 4.358 -2.155
C -2.278 1.919 -1.103
C -1.493 1.138 -0.581
H -5.895 9.642 -2.406
H -5.785 9.108 -4.102
H -4.423 9.954 -3.330
H -2.211 5.671 -3.724
H -1.134 3.728 -2.620
H -4.895 2.595 -0.939
H -5.970 4.539 -2.021
C 2.885 4.976 -1.010
S 2.990 4.070 -2.578
C 3.603 2.539 -1.998
C 2.851 1.494 -1.546
S 1.136 1.409 -1.504
S 3.831 0.137 -1.014
C 5.406 0.768 -1.314
S 6.807 -0.065 -0.993
S 5.340 2.337 -1.984
H 2.438 5.946 -1.226
H 3.875 5.117 -0.578
H 2.248 4.430 -0.317
O -1.438 -3.471 0.558
C -1.871 -2.373 0.930
O -1.295 -1.264 1.016
C -3.326 -2.343 1.400
C -4.125 -1.233 1.143
C -5.443 -1.254 1.565
C -5.997 -2.305 2.269
C -5.169 -3.382 2.514
C -3.854 -3.430 2.081
N -5.727 -4.531 3.255
O -4.989 -5.468 3.491
O -6.899 -4.479 3.588
N -6.318 -0.098 1.265
O -7.471 -0.143 1.659
O -5.838 0.826 0.643
H -3.717 -0.374 0.623
H -7.021 -2.286 2.603
H -3.243 -4.303 2.255
C 6.486 -0.436 5.281
C 5.313 0.141 4.533
C 5.476 1.175 3.623
C 4.402 1.697 2.914
C 4.689 2.825 1.953
C 3.096 1.199 3.108
As 1.777 2.024 1.799
N 0.229 1.057 1.762
C -0.739 1.311 2.723
C -2.111 1.147 2.441
C -3.093 1.393 3.382
C -2.779 1.821 4.668
C -1.437 1.997 4.974
C -0.452 1.745 4.034
C 1.304 3.757 2.712
C 0.431 4.540 1.932
C -0.198 4.046 0.658
C 0.056 5.815 2.356
C 0.515 6.356 3.541
C 0.084 7.722 4.002
C 1.370 5.580 4.308
C 1.769 4.301 3.927
C 2.669 3.589 4.907
C 2.934 0.123 3.998
C 1.627 -0.590 4.257
C 4.038 -0.370 4.696
H 7.343 0.236 5.242
H 6.796 -1.392 4.852
H 6.237 -0.612 6.329
H 6.466 1.585 3.454
H 5.738 3.119 2.021
H 4.073 3.705 2.155
H 4.482 2.526 0.923
H -2.389 0.843 1.447
H -4.132 1.263 3.096
H -3.553 2.020 5.399
H -1.143 2.336 5.962
H 0.578 1.889 4.321
H 0.479 3.475 0.021
H -0.589 4.884 0.079
H -1.029 3.374 0.882
H -0.625 6.386 1.733
H -0.480 8.237 3.224
H 0.944 8.342 4.267
H -0.554 7.653 4.887
H 1.734 5.974 5.253
H 2.717 4.162 5.834
H 3.686 3.479 4.531
H 2.318 2.586 5.146
H 0.887 -0.399 3.487
H 1.201 -0.283 5.215
H 1.804 -1.667 4.309
H 3.882 -1.196 5.386
```

No. 2
Computed, not measured: a structure of composition C57H49F5InN8O16S at a distorted geometry, with ωB97M-V with the def2-TZVPD basis set.

Summary:
Total charge   -1
Lowest unoccupied orbital energy   0.2 eV
Multiplicity   1
Orbital gap   5.08 eV
HOMO   -4.9 eV

Geometry as XYZ:
```
137
C57H49F5InN8O16S ωB97M-V with the def2-TZVPD basis set
C 2.961 -5.206 -1.174
In 1.111 -5.367 -2.369
S 0.628 -7.673 -3.175
C 1.298 -3.848 -4.087
F 2.558 -3.777 -4.628
F 0.409 -4.126 -5.129
C 0.915 -2.484 -3.598
C 1.809 -1.421 -3.593
C 1.413 -0.191 -3.098
C 0.158 -0.001 -2.594
C -0.749 -1.057 -2.605
C -2.124 -0.900 -2.045
F -2.225 0.186 -1.271
F -3.094 -0.824 -2.970
F -2.445 -1.949 -1.275
C -0.373 -2.297 -3.103
H 2.773 -4.610 -0.288
H 3.718 -4.662 -1.734
H 3.337 -6.168 -0.834
H -0.275 -4.823 -1.391
H -0.473 -7.455 -3.903
H 2.810 -1.572 -3.960
H 2.115 0.627 -3.113
H -0.137 0.955 -2.192
H -1.078 -3.110 -3.093
C 4.440 -3.706 5.365
C 3.748 -4.498 4.458
C 3.346 -3.973 3.240
C 3.649 -2.656 2.952
C 4.332 -1.849 3.843
C 4.728 -2.382 5.059
N 3.242 -2.101 1.650
O 2.632 -2.832 0.905
O 3.552 -0.948 1.407
H 4.756 -4.121 6.313
H 3.523 -5.523 4.695
H 2.808 -4.586 2.531
H 4.554 -0.822 3.596
H 5.265 -1.764 5.767
C -3.178 -0.300 -6.603
C -3.958 -1.295 -6.028
C -4.545 -2.264 -6.826
C -4.337 -2.220 -8.192
C -3.570 -1.233 -8.783
C -2.989 -0.267 -7.978
N -4.946 -3.255 -9.042
O -5.638 -4.094 -8.503
O -4.726 -3.207 -10.236
H -2.717 0.452 -5.976
H -4.106 -1.313 -4.960
H -5.153 -3.040 -6.385
H -3.424 -1.213 -9.853
H -2.386 0.511 -8.424
C 2.387 5.332 0.564
C 1.184 4.890 0.026
C 1.172 4.292 -1.210
C 2.349 4.121 -1.897
C 3.562 4.548 -1.393
C 3.577 5.167 -0.147
N 2.277 3.419 -3.180
O 1.161 3.112 -3.535
O 3.306 3.164 -3.777
H 2.400 5.802 1.540
H 0.269 5.011 0.564
H 0.239 3.943 -1.628
H 4.477 4.401 -1.947
H 4.514 5.509 0.271
C 1.810 0.670 -6.485
C 1.033 -0.156 -7.286
C 0.724 0.226 -8.581
C 1.201 1.436 -9.053
C 1.971 2.275 -8.266
C 2.276 1.885 -6.972
N 0.887 1.837 -10.431
O 0.186 1.096 -11.092
O 1.341 2.891 -10.834
H 2.051 0.361 -5.480
H 0.673 -1.102 -6.900
H 0.124 -0.415 -9.210
H 2.330 3.217 -8.653
H 2.876 2.524 -6.341
C -5.681 6.275 3.179
C -4.661 7.196 3.366
C -3.398 6.945 2.850
C -3.182 5.770 2.152
C -4.185 4.838 1.961
C -5.445 5.097 2.481
N -1.855 5.505 1.590
O -0.980 6.327 1.783
O -1.707 4.470 0.959
H -6.666 6.475 3.579
H -4.846 8.110 3.912
H -2.602 7.660 2.997
H -3.995 3.924 1.416
H -6.242 4.380 2.340
C -4.994 0.529 1.714
C -3.631 0.733 1.538
C -2.924 1.508 2.445
C -3.599 2.066 3.519
C -4.956 1.873 3.709
C -5.655 1.099 2.796
N -2.853 2.883 4.489
O -1.669 3.066 4.284
O -3.466 3.340 5.435
H -5.542 -0.079 1.006
H -3.120 0.290 0.701
H -1.866 1.673 2.312
H -5.464 2.318 4.553
H -6.716 0.938 2.931
C 3.803 -10.526 7.907
C 2.749 -9.642 8.095
C 2.380 -8.775 7.079
C 3.075 -8.814 5.885
C 4.130 -9.683 5.680
C 4.494 -10.544 6.702
N 2.674 -7.909 4.795
O 1.759 -7.139 5.010
O 3.285 -7.983 3.751
H 4.086 -11.205 8.700
H 2.212 -9.628 9.033
H 1.561 -8.085 7.217
H 4.660 -9.692 4.739
H 5.316 -11.231 6.558
C 1.191 4.793 5.308
C -0.056 5.059 4.760
C -0.960 5.854 5.443
C -0.598 6.378 6.669
C 0.637 6.119 7.237
C 1.534 5.320 6.548
N -1.549 7.243 7.382
O -2.631 7.441 6.864
O -1.197 7.716 8.444
H 1.897 4.175 4.769
H -0.323 4.646 3.798
H -1.931 6.057 5.018
H 0.899 6.534 8.198
H 2.504 5.109 6.976
```